# 1
ORCA calculation (the ωB97M-V functional and the def2-TZVPD basis) on C36H57N6O10P2Sc as an isolated structure at a distorted geometry.

Last column: Löwdin charge in e.
Geometry (Å):
Sc: -0.253335 -0.759006 0.997606  1.0846
C: 1.470059 -2.823909 3.896995  -0.0436
O: 0.924263 -2.870773 2.584090  -0.1227
C: 1.713280 -3.429265 1.614524  -0.2251
C: 2.983592 -3.944531 1.812421  0.0004
C: 3.656983 -4.510643 0.735535  -0.0562
C: 3.077350 -4.565121 -0.523223  -0.0667
C: 1.806916 -4.046175 -0.716280  -0.0054
C: 1.128928 -3.482009 0.350608  -0.1810
N: -0.154354 -2.877530 0.233018  -0.0263
N: -0.923143 -3.452347 -0.575814  0.1374
C: -2.185425 -2.976116 -0.817059  -0.1453
C: -2.801833 -1.940563 -0.092086  -0.2982
O: -2.187838 -1.242638 0.823991  -0.1413
C: -4.175179 -1.650099 -0.347829  0.0047
C: -4.865948 -2.314895 -1.305461  0.0023
C: -4.259702 -3.333905 -2.098074  -0.1833
C: -4.971749 -3.975946 -3.131048  -0.0269
C: -4.369273 -4.934623 -3.901238  -0.0674
C: -3.034194 -5.289264 -3.646163  -0.0620
C: -2.322441 -4.682579 -2.640890  -0.0301
C: -2.918463 -3.682068 -1.846964  -0.1188
H: 1.692269 -3.830076 4.254811  0.1120
H: 2.365778 -2.202094 3.928192  0.0982
H: 0.700466 -2.390463 4.532540  0.0895
H: 3.452603 -3.923494 2.784754  0.1128
H: 4.647855 -4.915424 0.890877  0.1141
H: 3.614645 -5.009627 -1.349357  0.1103
H: 1.325931 -4.068652 -1.685276  0.1110
H: -4.635014 -0.877237 0.254326  0.1216
H: -5.906901 -2.071976 -1.485673  0.1253
H: -6.003763 -3.697164 -3.306177  0.1189
H: -4.918811 -5.425224 -4.692866  0.1104
H: -2.563556 -6.058832 -4.244304  0.1102
H: -1.300922 -4.974351 -2.442860  0.1031
N: -1.012746 -0.133979 3.062684  0.0324
C: -0.020074 0.699742 3.773842  -0.2494
C: -0.192741 0.635475 5.293092  -0.1348
C: 0.420286 1.774611 6.116956  -0.1451
C: 1.876349 1.554155 6.555254  -0.1421
N: 2.759396 2.658939 6.156646  0.0906
C: 3.959706 2.530365 5.592884  -0.4349
N: 4.239052 1.485864 4.828515  0.2177
N: 4.871865 3.495706 5.774683  0.1953
C: 1.382525 0.315181 3.267673  -0.5102
O: 2.341999 0.464348 4.026810  0.0332
O: 1.439517 -0.132078 2.075899  -0.0510
H: -1.867736 0.379947 2.872955  0.1133
H: -1.284014 -0.937594 3.624381  0.1201
H: -0.172609 1.730143 3.437008  0.1475
H: 0.185505 -0.323335 5.660603  0.1211
H: -1.268571 0.639213 5.484007  0.1244
H: -0.191340 1.898747 7.010663  0.1153
H: 0.342627 2.711480 5.558510  0.1169
H: 2.261259 0.642225 6.115395  0.1060
H: 1.939100 1.460797 7.640183  0.1302
H: 2.567255 3.554391 6.579518  0.1560
H: 3.474428 0.945192 4.412516  -0.0338
H: 5.183931 1.327524 4.524926  0.1316
H: 4.805678 4.134520 6.547795  0.1245
H: 5.703860 3.526795 5.211589  0.1246
C: -0.760124 6.001318 -0.215795  -0.0281
C: -0.185083 4.636093 0.080948  -0.4142
C: 0.094013 4.409909 1.552590  -0.0368
O: -1.180457 3.671589 -0.398750  -0.1680
P: -0.948720 2.139280 -0.607969  0.4862
O: -0.635308 1.382339 0.643642  -0.2897
C: 0.421938 1.974331 -1.773177  -0.1870
P: 0.674766 0.247740 -2.202729  0.4993
O: 0.361265 -0.615071 -1.025510  -0.2796
O: -0.263427 0.034257 -3.427838  -0.1686
C: -0.843154 -1.284211 -3.799923  -0.3786
C: -2.324989 -1.060543 -3.970770  -0.0133
C: -0.151121 -1.766401 -5.051739  -0.0164
O: 2.160224 0.028513 -2.610302  -0.1468
C: 2.766087 0.346201 -3.914843  -0.4149
C: 3.741045 -0.768893 -4.208884  -0.0288
C: 3.421026 1.706819 -3.825389  -0.0307
O: -2.243439 1.583411 -1.252418  -0.1501
C: -3.199292 2.173515 -2.210552  -0.3840
C: -4.155895 3.074908 -1.464110  -0.0256
C: -2.487164 2.847859 -3.361835  -0.0329
H: -0.047428 6.771609 0.076965  0.0956
H: -1.683328 6.149911 0.345064  0.0966
H: -0.973084 6.113727 -1.277914  0.0885
H: 0.725128 4.482251 -0.505974  0.1358
H: -0.836015 4.479667 2.119056  0.0994
H: 0.777304 5.180951 1.908470  0.0951
H: 0.543086 3.432403 1.728492  0.0624
H: 1.330511 2.315953 -1.269896  0.0967
H: 0.255061 2.581268 -2.663488  0.0892
H: -0.659212 -1.964662 -2.965878  0.1209
H: -2.504530 -0.294072 -4.727417  0.0991
H: -2.780020 -0.757753 -3.026405  0.0722
H: -2.796813 -1.987829 -4.296177  0.0930
H: -0.297652 -1.057578 -5.867857  0.0996
H: -0.579001 -2.725018 -5.345769  0.0975
H: 0.917860 -1.908233 -4.891539  0.0717
H: 1.960954 0.355206 -4.652213  0.1309
H: 4.517777 -0.800062 -3.444538  0.0959
H: 4.210448 -0.599285 -5.177577  0.0986
H: 3.237995 -1.734851 -4.231006  0.0777
H: 4.177712 1.709483 -3.040233  0.0965
H: 2.693895 2.493994 -3.621296  0.0722
H: 3.906608 1.939216 -4.772705  0.0981
H: -3.725459 1.290366 -2.570044  0.1333
H: -3.650247 3.969157 -1.101303  0.0794
H: -4.599505 2.547923 -0.620302  0.0914
H: -4.957098 3.377737 -2.138402  0.0988
H: -1.948485 3.736160 -3.025444  0.0827
H: -3.229836 3.169922 -4.091425  0.1029
H: -1.802428 2.159709 -3.858529  0.0709

Force components x, y, z for each atom (eV/Å):
-0.09 -0.20 -0.28
-0.03 -0.03 -0.01
-0.06 0.11 0.09
0.02 -0.04 -0.02
0.00 -0.01 0.00
0.00 0.00 -0.01
0.01 -0.01 0.01
0.01 -0.01 0.00
-0.06 0.00 -0.01
0.01 0.07 0.00
-0.02 -0.02 -0.01
-0.01 0.03 -0.01
-0.09 -0.01 -0.04
0.21 0.12 0.03
0.03 0.05 0.05
0.01 -0.02 -0.02
0.02 0.03 0.00
-0.01 -0.01 -0.02
-0.02 0.00 0.00
0.00 0.01 0.01
0.00 0.00 -0.02
0.03 0.01 -0.02
0.00 0.01 0.01
0.02 -0.02 0.00
0.00 -0.01 0.00
-0.01 0.00 0.01
0.00 0.00 0.00
0.00 0.00 0.00
0.01 0.00 0.00
0.00 0.00 -0.01
0.00 -0.01 -0.01
0.00 0.00 0.00
0.00 0.00 0.00
0.00 0.00 0.00
0.00 -0.01 -0.01
0.10 0.04 0.09
0.00 -0.05 0.07
-0.07 0.01 0.06
0.05 -0.03 -0.02
0.05 0.05 0.07
-0.20 0.12 0.28
0.54 -0.54 -0.57
1.86 1.44 1.22
0.01 0.25 0.12
-0.58 -0.24 -0.62
-2.28 -1.19 -1.11
0.09 0.19 0.41
-0.01 0.00 0.03
0.03 -0.02 0.00
0.00 0.00 -0.02
-0.04 -0.03 0.01
0.00 -0.03 -0.03
-0.01 0.05 -0.03
0.01 0.00 0.01
0.04 0.09 0.19
-0.04 0.02 0.01
0.03 -0.03 0.03
0.35 -0.15 -0.14
0.12 0.17 0.11
0.01 0.01 -0.01
-0.02 -0.02 0.03
-0.02 -0.03 0.00
0.07 0.07 0.03
-0.05 -0.02 -0.03
-0.07 -0.08 0.00
-0.13 0.08 0.03
0.05 -0.15 0.00
0.02 -0.03 0.08
0.02 0.01 -0.14
0.10 0.02 0.08
0.03 -0.01 0.07
-0.04 -0.07 -0.04
0.03 0.02 0.01
0.00 0.03 0.01
-0.05 -0.03 0.05
0.03 0.03 -0.08
-0.01 0.01 0.03
-0.01 -0.03 0.02
0.07 -0.01 0.00
-0.07 0.04 -0.02
0.03 -0.02 0.00
0.01 -0.02 0.04
0.00 0.01 0.00
0.00 0.01 0.00
0.01 0.00 0.00
-0.01 -0.01 -0.01
0.01 0.02 0.01
0.00 0.00 0.01
0.01 0.00 0.00
0.00 0.01 0.00
-0.01 -0.01 -0.01
0.01 0.03 0.01
-0.01 -0.01 0.00
0.00 -0.02 0.00
-0.02 -0.02 0.01
0.00 -0.01 -0.01
0.00 0.00 -0.01
0.01 -0.01 0.01
-0.01 -0.01 0.01
0.01 0.00 -0.01
0.00 0.00 0.00
0.00 0.00 -0.01
0.01 0.01 -0.01
0.00 0.00 -0.01
0.00 0.01 0.00
0.01 0.00 0.01
-0.01 0.00 -0.01
-0.01 0.00 0.00
0.00 0.01 0.01
0.00 0.01 -0.01
0.00 0.01 -0.01
0.00 0.01 0.00

Computed properties:
Gap between HOMO and LUMO   0.2622 hartree
E   -3930.39324 Ha
Energy above the lowest of the compared OMol25 structures with the same formula, charge and spin   0.852 eV
Total charge   +2

---

# 2
ORCA calculation (the ωB97M-V functional and the def2-TZVPD basis) on C36H57N9 as an isolated structure at a distorted geometry.

Last column: Löwdin charge in e.
Geometry (Å):
C: -23.165477 17.002397 -30.731601  -0.1094
C: -22.310057 18.036765 -30.033447  -0.1772
C: -20.917398 18.375633 -30.645209  -0.1435
C: -20.782259 18.834948 -32.007022  -0.2144
N: -20.707699 19.218767 -33.104017  0.1866
H: -24.150380 17.058736 -30.268032  0.0735
H: -22.867199 15.956101 -30.797862  0.0737
H: -23.343567 17.181507 -31.791938  0.0708
H: -22.148333 17.606296 -29.045199  0.1122
H: -22.871023 18.962919 -29.908237  0.1113
H: -20.259672 17.514253 -30.528946  0.1138
H: -20.357055 18.929835 -29.892233  0.1086
C: -18.374695 18.824371 -29.614258  -0.0391
C: -17.512526 19.635614 -30.566017  -0.2935
C: -16.044143 19.575251 -30.190674  -0.1334
C: -15.655472 19.826977 -28.771396  -0.1987
N: -15.319304 20.002856 -27.683110  0.1418
H: -18.026563 17.797559 -29.502173  0.0792
H: -19.420572 18.884632 -29.915272  0.0130
H: -18.365819 19.216063 -28.597103  0.1290
H: -17.879473 20.661850 -30.583269  0.0097
H: -17.681058 19.234055 -31.565242  0.1113
H: -15.388938 20.163687 -30.832969  0.1421
H: -15.816024 18.539927 -30.443957  -0.0063
C: -19.905177 19.810038 -35.537512  -0.1278
C: -19.214323 18.452005 -35.564714  -0.2822
C: -20.064014 17.280273 -34.973735  -0.1607
C: -21.476266 17.331214 -35.481129  -0.1775
N: -22.574014 17.400451 -35.889265  0.1287
H: -20.987938 19.934455 -35.553105  0.0818
H: -19.583850 20.276595 -36.468742  0.0717
H: -19.445948 20.352319 -34.710983  -0.0043
H: -18.245370 18.468354 -35.065755  0.0772
H: -18.982960 18.294238 -36.618131  0.1387
H: -19.917949 17.388462 -33.898991  0.0812
H: -19.719899 16.303353 -35.313303  0.0079
C: -18.376631 12.965523 -30.374059  -0.0183
C: -17.471116 14.160314 -30.004248  -0.2166
C: -18.109586 15.069805 -28.914078  -0.1759
C: -18.176252 14.484196 -27.568421  -0.1822
N: -18.124929 13.960787 -26.539284  0.1492
H: -19.351899 13.311915 -30.716045  0.0936
H: -18.495849 12.383625 -29.460113  0.0808
H: -17.826894 12.371004 -31.103751  0.0774
H: -17.280816 14.724474 -30.917268  0.0294
H: -16.427049 14.093017 -29.698485  0.0877
H: -19.092060 15.459412 -29.180612  0.1127
H: -17.552494 16.002454 -28.825106  0.1229
C: -19.274176 20.016019 -32.129517  -0.2179
C: -18.298058 21.138553 -31.786814  -0.2334
C: -18.506172 22.350384 -32.733969  -0.1077
C: -18.333514 21.946955 -34.160846  -0.1597
N: -18.108344 21.569577 -35.260990  0.1501
H: -20.343394 20.219355 -32.070087  0.1032
H: -19.056547 19.106978 -31.568828  -0.0767
H: -19.157895 19.657410 -33.152241  0.0698
H: -17.260955 20.821916 -31.676124  0.1097
H: -18.531351 21.463403 -30.772834  0.1472
H: -17.839964 23.168156 -32.459165  0.1144
H: -19.527575 22.698178 -32.579455  0.1191
C: -13.970602 12.233919 -32.113689  -0.0984
C: -14.488811 13.006355 -30.905849  -0.1916
C: -15.189311 14.392454 -31.162197  -0.1579
C: -16.343629 14.373253 -32.042659  -0.2441
N: -17.263463 14.286363 -32.785742  0.1209
H: -14.687331 12.182037 -32.933261  0.0642
H: -13.723458 11.194470 -31.897915  0.0740
H: -13.111023 12.798201 -32.475396  0.0714
H: -13.695324 13.142006 -30.170968  0.1130
H: -15.201054 12.386508 -30.361236  0.0994
H: -14.589850 15.114424 -31.716726  0.0654
H: -15.469874 14.724358 -30.162584  0.1012
N: -15.015519 16.312536 -32.438460  0.0082
C: -16.363227 16.381788 -32.205235  -0.1846
C: -16.551794 16.929416 -30.969660  -0.0772
C: -15.319343 17.234990 -30.400855  -0.0886
C: -14.404396 16.844065 -31.365616  -0.0911
H: -14.586440 15.919803 -33.264150  0.1693
H: -17.009693 16.053645 -33.005727  0.0245
H: -17.515053 17.172711 -30.546181  0.0381
H: -15.049443 17.684971 -29.456880  0.1272
H: -13.328356 16.889349 -31.446187  0.1373
N: -17.715016 14.797020 -35.264623  0.0967
C: -16.568423 15.242282 -34.699963  -0.1529
C: -16.478398 16.579423 -35.113460  -0.0542
C: -17.664863 16.973650 -35.558242  -0.1966
C: -18.463277 15.825751 -35.703914  -0.1353
H: -18.015121 13.832675 -35.273881  0.1793
H: -15.872705 14.612737 -34.165122  0.1206
H: -15.678741 17.271410 -34.894195  0.1356
H: -17.798486 17.978877 -35.929777  0.0810
H: -19.429936 15.592525 -36.125306  0.1587
N: -18.207495 16.529295 -33.213937  0.0007
C: -18.310017 15.807310 -32.074715  -0.1581
C: -18.741525 16.521237 -30.979282  -0.0799
C: -19.001652 17.834211 -31.577627  -0.2909
C: -18.643043 17.794275 -32.906023  -0.0693
H: -17.930619 16.278273 -34.152264  0.0423
H: -17.924611 14.798508 -32.088162  -0.0687
H: -18.640966 16.063983 -30.006040  0.0230
H: -19.428077 18.666518 -31.037411  0.0119
H: -18.747230 18.518894 -33.700041  0.1004

Force components x, y, z for each atom (eV/Å):
-0.94 0.00 -1.24
0.45 0.18 -0.42
-5.28 -1.84 2.14
-7.49 -3.91 -2.87
-8.02 -5.71 -1.34
-0.06 -0.32 0.03
0.57 0.03 0.85
0.03 0.68 -0.13
0.39 0.43 0.26
-0.19 -0.07 0.02
-2.52 -0.94 0.24
-4.10 1.36 -0.27
1.83 1.16 3.02
1.95 -3.26 5.21
-0.18 1.47 0.71
-0.49 0.11 -0.94
-0.10 -0.17 -0.27
-0.67 0.81 0.92
4.59 0.49 2.76
0.33 0.48 0.23
1.92 -3.93 4.31
2.16 -0.24 1.20
-0.05 0.34 -0.10
-0.06 2.88 0.09
-0.19 0.43 -0.43
-5.44 2.91 -0.59
-3.32 1.88 -1.09
-1.42 0.82 0.04
2.52 -0.40 0.84
-0.03 -0.75 0.34
0.10 0.38 0.25
-1.42 -0.49 -0.96
-2.64 2.74 1.23
-0.75 -0.05 -0.07
-2.06 -0.74 -0.99
-2.66 2.71 2.61
1.53 0.25 1.19
-2.22 0.57 1.88
0.22 -0.92 1.61
0.54 -0.84 0.49
-0.23 0.51 -0.79
0.15 -0.06 -0.22
-0.26 -0.28 -0.11
-0.53 -0.16 -0.11
-0.99 0.45 2.73
-1.66 -1.92 1.07
-0.74 -1.86 1.66
0.61 -0.15 0.39
4.28 10.86 0.19
-1.80 4.70 -4.64
-0.39 -0.30 -0.55
1.65 -0.11 -2.61
0.45 2.45 3.96
2.86 5.68 1.65
2.15 6.81 -4.03
0.95 2.54 1.14
0.25 2.21 -3.07
-1.56 2.57 -0.87
0.12 0.01 -0.36
-0.09 0.11 -0.25
-0.08 0.69 -0.15
-1.05 -0.12 0.12
1.98 -4.17 -0.04
2.32 -4.23 -1.45
6.56 -8.86 -2.80
-0.24 0.19 0.03
0.30 0.19 0.22
0.28 -0.42 -0.28
0.22 0.32 -0.14
-0.24 -0.19 0.00
0.76 -2.92 1.90
1.40 0.93 -1.08
-0.94 5.07 -1.68
5.86 1.15 0.11
1.70 0.32 1.00
3.73 -3.21 -1.17
2.51 2.03 0.73
-0.03 0.52 0.09
5.04 1.12 1.47
3.28 0.00 -0.17
0.19 -1.11 0.21
0.13 0.14 0.70
0.16 -1.26 -0.02
2.62 0.38 -3.41
3.73 -1.76 1.47
2.12 -2.21 -5.77
3.11 -2.02 -3.21
-0.10 0.24 0.42
-0.09 0.11 -1.14
0.11 -0.15 0.07
2.93 -3.52 -1.55
1.50 -1.36 -1.84
-8.69 2.08 1.88
-8.72 2.29 2.78
-3.48 -0.33 -5.94
3.02 -8.44 -1.96
1.92 -2.14 0.98
-1.13 0.31 1.56
-5.34 2.05 2.26
-0.91 2.38 -2.68
0.52 -5.73 1.38
0.95 -0.96 1.13

Computed properties:
Gap between HOMO and LUMO   0.2866 hartree
E   -1896.48263 Ha
Energy above the lowest of the compared OMol25 structures with the same formula, charge and spin   59.339 eV
Total charge   0

---

Which of these has the lowest E?
C36H57N6O10P2Sc

---

What is the total charge in the first record?
+2

---

Which value of energy above the lowest of the compared OMol25 structures with the same formula, charge and spin does entry 1 give?
0.852 eV

---

Which of these has the highest energy above the lowest of the compared OMol25 structures with the same formula, charge and spin?
C36H57N9